Formula: C33H29N2PPtS4
Source: the Open Molecules 2025 dataset
Level of theory: ωB97M-V with the def2-TZVPD basis set

XYZ file:
```
70
Properties=species:S:1:pos:R:3:forces:R:3
Pt 0.02069 -0.18404 0.18588 -0.2 -0.5 -0.4
C 1.71037 2.63855 2.41012 0.0 0.0 0.0
C 0.57825 3.60606 2.57774 0.0 0.0 0.0
C 0.81520 4.83483 3.19442 0.0 0.0 0.0
C -0.19175 5.76689 3.36930 0.0 0.0 0.0
C -1.47531 5.48794 2.92020 0.0 0.0 0.0
C -1.73017 4.27542 2.30575 0.0 0.0 0.0
C -0.71873 3.32469 2.13741 0.0 0.0 0.0
P -1.16042 1.72792 1.35108 0.2 -0.1 -0.1
C -2.44264 2.25622 0.17316 0.0 0.0 0.0
C -3.74891 1.78741 0.28401 0.0 0.0 0.0
C -4.70090 2.11504 -0.66943 0.0 0.0 0.0
C -4.34612 2.91969 -1.74001 0.0 0.0 0.0
C -3.04602 3.38980 -1.85234 0.0 0.0 0.0
C -2.07350 3.06868 -0.91209 0.0 0.0 0.0
C -0.67184 3.58737 -1.08014 0.0 0.0 0.0
C -2.03041 0.79150 2.63168 0.0 0.0 0.0
C -2.48716 1.35147 3.82213 0.0 0.0 0.0
C -3.13057 0.56048 4.75988 0.0 0.0 0.0
C -3.32648 -0.78925 4.50036 0.0 0.0 0.0
C -2.87588 -1.34504 3.31450 0.0 0.0 0.0
C -2.21487 -0.56785 2.36502 0.0 0.0 0.0
C -1.73026 -1.18143 1.08778 0.1 0.3 0.0
H 2.66949 3.15281 2.46293 0.0 0.0 0.0
H 1.66050 2.11083 1.45966 0.0 0.0 0.0
H 1.69310 1.88400 3.19964 0.0 0.0 0.0
H 1.82032 5.05999 3.52992 0.0 0.0 0.0
H 0.02568 6.71391 3.84639 0.0 0.0 0.0
H -2.27234 6.20920 3.04395 0.0 0.0 0.0
H -2.73152 4.06344 1.95174 0.0 0.0 0.0
H -4.02329 1.15728 1.12123 0.0 0.0 0.0
H -5.71218 1.74215 -0.57390 0.0 0.0 0.0
H -5.07936 3.17978 -2.49252 0.0 0.0 0.0
H -2.77163 4.01197 -2.69594 0.0 0.0 0.0
H -0.51926 3.95138 -2.09540 0.0 0.0 0.0
H 0.07665 2.81337 -0.88648 0.0 0.0 0.0
H -0.47257 4.41008 -0.38953 0.0 0.0 0.0
H -2.32403 2.40175 4.02518 0.0 0.0 0.0
H -3.46744 0.99342 5.69238 0.0 0.0 0.0
H -3.82101 -1.41537 5.23222 0.0 0.0 0.0
H -3.01886 -2.40252 3.12392 0.0 0.0 0.0
H -2.51822 -1.13669 0.33412 -0.1 0.0 0.1
H -1.46324 -2.22797 1.22156 0.0 0.0 0.0
S -1.31742 0.07556 -1.65883 0.0 -0.2 0.0
S -1.42572 -1.63295 -2.68304 -0.1 0.2 0.0
S 0.29618 -2.82895 -2.40619 0.2 -0.1 0.1
S 1.01324 -2.54944 -0.62236 0.0 0.1 -0.1
C 1.40701 -1.61163 5.67726 0.0 0.0 0.0
C 0.43186 -2.03733 4.78831 0.0 0.0 0.0
C 0.49355 -1.68008 3.45129 0.1 0.0 0.0
C 1.52089 -0.87022 2.97052 -0.1 0.0 0.1
C 2.51949 -0.46427 3.86843 0.0 0.0 0.0
C 2.45312 -0.83261 5.19994 0.0 0.0 0.0
N 1.57234 -0.47952 1.62199 -0.1 0.0 0.0
N 2.80638 -0.19806 1.21744 0.1 0.0 0.0
C 2.88926 0.23004 -0.06474 0.1 0.0 -0.1
C 4.14067 0.61504 -0.58296 0.0 0.0 0.0
C 4.25440 1.01599 -1.89644 0.0 0.0 0.0
C 3.13361 1.05268 -2.72408 0.0 0.0 0.0
C 1.88687 0.69546 -2.22065 0.0 0.0 0.0
C 1.74916 0.30291 -0.89623 -0.1 0.3 0.3
H 1.36086 -1.88926 6.72196 0.0 0.0 0.0
H -0.38292 -2.66408 5.12947 0.0 0.0 0.0
H -0.23730 -2.06223 2.76276 0.0 0.0 0.0
H 3.33788 0.13683 3.50179 0.0 0.0 0.0
H 3.23222 -0.50258 5.87630 0.0 0.0 0.0
H 5.00103 0.57582 0.07252 0.0 0.0 0.0
H 5.22296 1.30142 -2.28736 0.0 0.0 0.0
H 3.22553 1.36140 -3.75740 0.0 0.0 0.0
H 1.02872 0.73790 -2.87892 0.0 0.0 0.0
```
Positions in Å, forces in eV/Å.

HOMO-LUMO gap (spin up / spin down): 5.593 / 4.688 eV
E_HOMO (spin up / spin down): -5.8 / -7.6 eV
energy above the lowest of the compared OMol25 structures with the same formula, charge and spin: 5.5 kcal/mol
spin multiplicity: 5
calculated total energy: -93546.484 eV
⟨S²⟩: 6.040

How positive or negative is each atom? The natural (NBO) charges in e answer that: number 1, Pt, carries 0.74; number 2, C, carries -0.64; number 3, C, carries 0.00; number 4, C, carries -0.21; number 5, C, carries -0.18; number 6, C, carries -0.23; number 7, C, carries -0.21; number 8, C, carries -0.29; number 9, P, carries 1.02; number 10, C, carries -0.38; number 11, C, carries -0.20; number 12, C, carries -0.22; number 13, C, carries -0.18; number 14, C, carries -0.22; number 15, C, carries 0.01; number 16, C, carries -0.65; number 17, C, carries -0.44; number 18, C, carries -0.18; number 19, C, carries -0.22; number 20, C, carries -0.18; number 21, C, carries -0.24; number 22, C, carries 0.11; number 23, C, carries -0.71; number 24, H, carries 0.22; number 25, H, carries 0.23; number 26, H, carries 0.24; number 27, H, carries 0.21; number 28, H, carries 0.22; number 29, H, carries 0.22; number 30, H, carries 0.22; number 31, H, carries 0.23; number 32, H, carries 0.22; number 33, H, carries 0.22; number 34, H, carries 0.21; number 35, H, carries 0.22; number 36, H, carries 0.23; number 37, H, carries 0.23; number 38, H, carries 0.22; number 39, H, carries 0.22; number 40, H, carries 0.22; number 41, H, carries 0.21; number 42, H, carries 0.21; number 43, H, carries 0.21; number 44, S, carries 0.00; number 45, S, carries 0.05; number 46, S, carries 0.12; number 47, S, carries -0.01; number 48, C, carries -0.25; number 49, C, carries -0.19; number 50, C, carries -0.24; number 51, C, carries 0.11; number 52, C, carries -0.19; number 53, C, carries -0.22; number 54, N, carries -0.39; number 55, N, carries -0.31; number 56, C, carries 0.13; number 57, C, carries -0.23; number 58, C, carries -0.21; number 59, C, carries -0.25; number 60, C, carries -0.26; number 61, C, carries -0.28; number 62, H, carries 0.21; number 63, H, carries 0.21; number 64, H, carries 0.21; number 65, H, carries 0.23; number 66, H, carries 0.21; number 67, H, carries 0.22; number 68, H, carries 0.21; number 69, H, carries 0.21; number 70, H, carries 0.21